A 3-piece molecular cluster, C22H40O7 overall, computed with ωB97M-V with the def2-TZVPD basis set.

```
69
Properties=species:S:1:pos:R:3:nbo_charge:R:1
C -12.074 -0.101 -0.315 -0.62
C -10.671 -0.869 -0.641 -0.38
C -9.447 0.038 -0.222 -0.38
C -8.245 -0.841 -0.452 -0.47
C -7.058 -0.182 -0.127 -0.23
C -5.833 -0.851 -0.147 -0.45
C -4.652 -0.095 0.436 -0.39
C -3.280 -0.712 -0.066 -0.40
C -2.098 0.076 0.455 -0.37
C -0.706 -0.770 0.327 -0.35
C 0.423 0.159 0.960 -0.44
H 1.208 -0.651 0.812 0.19
C 0.906 1.054 0.092 -0.34
H 0.062 2.017 0.243 0.16
C 2.065 1.935 0.718 -0.41
C 3.332 1.159 0.911 -0.39
C 4.009 0.944 -0.577 -0.39
C 5.163 0.144 -0.654 -0.43
H 5.558 0.180 -1.854 0.22
H 4.930 -0.734 -0.202 0.23
C 6.375 0.760 -0.095 -0.24
C 6.866 2.042 -0.616 0.79
O 7.434 2.010 -1.828 -0.67
O 6.843 3.126 0.101 -0.62
H 7.285 3.989 -0.812 0.53
H 6.222 1.150 0.977 0.23
C 7.579 -0.447 0.188 0.13
O 8.680 0.615 0.740 -0.73
H 9.380 -0.097 0.721 0.50
C 7.985 -1.003 -1.049 -0.58
C 9.203 -1.689 -1.023 0.79
O 10.055 -1.608 -0.312 -0.57
O 9.254 -2.774 -1.803 -0.73
H 10.013 -3.464 -1.743 0.52
H 7.104 -1.674 -1.445 0.30
H 8.178 -0.004 -1.852 0.33
C 7.099 -1.308 1.047 0.71
O 6.360 -2.214 1.191 -0.49
O 7.480 -1.021 2.462 -0.73
H 7.980 -0.155 2.497 0.48
H 4.305 2.032 -0.822 0.18
H 3.072 0.777 -1.058 0.21
H 4.013 1.669 1.463 0.20
H 3.224 0.043 1.210 0.20
H 2.103 2.981 0.284 0.22
H 1.990 2.080 1.882 0.21
H 1.189 0.887 -0.794 0.19
H 0.414 0.050 2.027 0.25
H -0.825 -1.618 0.689 0.18
H -0.716 -0.807 -0.684 0.18
H -1.974 1.054 -0.025 0.19
H -2.139 0.307 1.564 0.18
H -3.123 -1.626 0.486 0.17
H -3.071 -1.035 -0.909 0.19
H -4.402 0.912 -0.157 0.19
H -4.630 0.363 1.541 0.24
H -5.695 -1.056 -1.330 0.19
H -5.897 -1.706 0.396 0.21
H -7.022 1.037 -0.501 0.21
H -7.037 0.222 1.379 0.08
H -8.139 -1.117 -1.575 0.21
H -8.280 -1.763 0.212 0.22
H -9.532 0.897 -0.810 0.21
H -9.851 0.157 0.973 0.21
H -10.710 -1.209 -1.662 0.19
H -10.811 -1.878 -0.052 0.19
H -12.237 0.029 0.712 0.20
H -12.922 -0.571 -0.595 0.21
H -12.264 0.754 -0.884 0.20
```

Values from the calculation:
* Kohn-Sham gap: 0.3243 Eh
* energy above the lowest of the compared OMol25 structures with the same formula, charge and spin: 1976.3 kJ/mol
* highest occupied orbital energy: -9.24 eV
* calculated total energy: -37777.91482 eV
* spin multiplicity: 1
* LUMO: -0.417 eV